Here is C33H36Cl5F9N10OSSc as an isolated structure at a distorted geometry from the OMol25 dataset. Energies are from wB97M-V/def2-TZVPD.

Kohn-Sham gap	6.881	eV
energy	-6260.39841	Eh
molecular weight	1014.0	g/mol
HOMO energy	-9.779	eV
largest force on an atom	3.3	eV/Å
total charge	+1

CARTESIAN COORDINATES (ANGSTROEM)
Sc -0.0837 -0.7237 -0.9002
C 2.4078 0.5002 2.5770
N 1.7087 -0.7484 2.5801
C 2.5252 -1.9623 2.8207
C 0.3634 -0.7635 2.3601
N -0.1349 -0.0157 1.3352
C -1.0925 0.9890 1.6231
C -1.3115 1.4443 2.9553
C -1.7645 2.7273 3.1859
C -2.1044 3.5873 2.1070
C -2.0997 3.0754 0.8013
C -2.5654 3.8682 -0.3566
C -2.9029 3.2562 -1.5605
C -2.8115 1.8559 -1.6480
C -2.2315 1.0650 -0.6270
N -2.3487 -0.3653 -0.6726
C -3.4693 -1.0589 -0.5846
N -3.4011 -2.3707 -0.9236
C -4.2963 -3.3460 -0.3281
C -2.4885 -2.7675 -1.9444
N -4.6635 -0.5718 -0.1239
C -4.7644 0.2037 1.0602
C -5.8795 -0.8471 -0.8298
C -1.8058 1.6688 0.6067
N -0.4788 -1.6037 3.0882
C -0.1063 -2.0923 4.4206
C -1.8079 -1.9403 2.5951
H 2.0688 1.1287 3.4036
H 3.5028 0.3300 2.6886
H 2.2543 1.0867 1.6573
H 3.4703 -1.9793 2.2505
H 1.9248 -2.8770 2.7547
H 2.8176 -1.9460 3.8754
H -1.0456 0.8063 3.7694
H -1.8880 3.0928 4.2204
H -2.2639 4.6685 2.3937
H -2.8130 4.9017 -0.2159
H -3.1798 3.8056 -2.4584
H -3.2967 1.2766 -2.4042
H -4.8401 -2.9592 0.5300
H -3.6220 -4.1945 0.1018
H -5.0218 -3.7721 -1.0493
H -2.9136 -2.8696 -2.9287
H -2.1023 -3.7781 -1.6093
H -1.5562 -2.0859 -1.9881
H -3.9442 0.0012 1.7380
H -5.7342 -0.0020 1.4932
H -4.5936 1.2179 0.7277
H -5.7401 -1.1837 -1.9242
H -6.4413 0.0877 -0.7837
H -6.4359 -1.5981 -0.2384
H 0.8680 -1.7231 4.6922
H -0.1127 -3.1803 4.4302
H -0.8037 -1.7526 5.1923
H -2.0100 -1.3680 1.6852
H -2.6038 -1.6356 3.3132
H -1.8663 -3.0038 2.3340
C 7.3487 4.2013 1.1202
C 6.0411 3.7042 0.6232
N 5.9099 2.8751 -0.3741
N 4.5372 2.7294 -0.5295
C 3.8196 3.3802 0.3961
S 2.1813 3.5749 0.4605
N 4.7907 4.0902 1.1012
N 4.4566 4.7914 2.2360
H 7.1863 5.2257 1.4632
H 8.0902 4.1882 0.2647
H 7.6796 3.5125 1.8956
H 4.1648 2.0528 -1.1856
H 3.4578 4.6202 2.4066
H 4.6022 5.7635 1.9723
Cl 2.6701 -0.6610 -0.5193
C 2.2273 -2.3208 -0.9228
C 0.8910 -2.6680 -0.7074
C 0.5705 -4.1109 -0.6579
Cl -0.5972 -4.8241 0.4220
C 1.4607 -4.9083 -1.3497
Cl 0.9936 -6.5299 -1.7981
C 2.7788 -4.5314 -1.7593
Cl 3.7726 -5.6428 -2.5889
C 3.1699 -3.2276 -1.5105
Cl 4.8039 -2.6853 -1.8092
F 2.8066 1.1968 -3.6586
C 1.5676 1.4240 -4.1278
F 1.2331 2.5395 -3.5369
F 1.6978 1.6596 -5.4872
C 0.4955 0.2750 -3.9033
O 0.2350 0.1269 -2.5438
C -0.8887 0.5186 -4.6260
F -1.7114 -0.5267 -4.4137
F -0.8648 0.7105 -5.9846
F -1.4454 1.6203 -4.0804
C 1.2017 -1.0761 -4.3302
F 0.4537 -2.1054 -3.7969
F 1.2956 -1.3020 -5.6672
F 2.4467 -1.2200 -3.7617

Forces on atoms 1 to 2 (eV/Å):
-0.982 0.868 2.077
0.997 1.288 -0.447

Charges in e, computed with Mulliken, in the same order as the atoms: number 1, Sc, carries -1.5665; number 2, C, carries -0.9047; number 3, N, carries 0.6840; number 4, C, carries -1.2137; number 5, C, carries -1.2650; number 6, N, carries 1.9447; number 7, C, carries 0.2675; number 8, C, carries -1.0441; number 9, C, carries -0.8770; number 10, C, carries -0.8833; number 11, C, carries 0.9064; number 12, C, carries -0.9307; number 13, C, carries -1.1411; number 14, C, carries -0.6450; number 15, C, carries -0.2492; number 16, N, carries 1.1404; number 17, C, carries -0.8120; number 18, N, carries 0.5973; number 19, C, carries -1.0758; number 20, C, carries 0.0930; number 21, N, carries 0.7249; number 22, C, carries -0.9491; number 23, C, carries -1.1940; number 24, C, carries 0.4174; number 25, N, carries 0.6389; number 26, C, carries -1.2175; number 27, C, carries -0.3257; number 28, H, carries 0.3321; number 29, H, carries 0.3280; number 30, H, carries 0.0842; number 31, H, carries 0.3752; number 32, H, carries 0.2883; number 33, H, carries 0.5247; number 34, H, carries 0.5978; number 35, H, carries 0.4161; number 36, H, carries 0.3583; number 37, H, carries 0.5322; number 38, H, carries 0.4450; number 39, H, carries 0.5341; number 40, H, carries 0.3930; number 41, H, carries 0.2589; number 42, H, carries 0.3533; number 43, H, carries 0.2269; number 44, H, carries 0.2976; number 45, H, carries -0.6004; number 46, H, carries 0.0796; number 47, H, carries 0.5383; number 48, H, carries 0.2539; number 49, H, carries 0.2008; number 50, H, carries 0.4901; number 51, H, carries 0.3937; number 52, H, carries 0.4385; number 53, H, carries 0.3500; number 54, H, carries 0.3255; number 55, H, carries -0.4066; number 56, H, carries 0.3797; number 57, H, carries 0.3871; number 58, C, carries -0.9581; number 59, C, carries 0.7902; number 60, N, carries -0.8414; number 61, N, carries 0.4192; number 62, C, carries -0.1146; number 63, S, carries -0.3243; number 64, N, carries 0.5608; number 65, N, carries -1.0037; number 66, H, carries 0.2972; number 67, H, carries 0.3272; number 68, H, carries 0.2377; number 69, H, carries 0.1491; number 70, H, carries 0.2673; number 71, H, carries 0.2639; number 72, Cl, carries 0.0848; number 73, C, carries -0.8132; number 74, C, carries 0.9177; number 75, C, carries 0.1865; number 76, Cl, carries -0.1594; number 77, C, carries 0.3409; number 78, Cl, carries -0.1925; number 79, C, carries 0.0934; number 80, Cl, carries -0.1502; number 81, C, carries 0.0864; number 82, Cl, carries -0.1595; number 83, F, carries -0.2139; number 84, C, carries 0.2958; number 85, F, carries -0.1981; number 86, F, carries -0.2736; number 87, C, carries 0.9874; number 88, O, carries 0.5188; number 89, C, carries 0.4292; number 90, F, carries -0.2303; number 91, F, carries -0.2669; number 92, F, carries -0.1932; number 93, C, carries 0.2594; number 94, F, carries -0.2624; number 95, F, carries -0.2482; number 96, F, carries -0.2052